The following is a DFT calculation (ωB97M-V with the def2-TZVPD basis set) of a structure of composition C24H48BCdFN4O9S at a distorted geometry.

ORCA input file:
```
! RIJCOSX wB97M-V def2-TZVPD def2/J DEFGRID3
* xyz -2 1
Cd 0.58649 -3.21889 0.36618
F 0.62561 -4.02916 -3.23054
B 0.51808 -1.20572 -0.56908
H 1.57701 -1.01680 -0.48420
H 0.36472 -2.12478 -1.11317
H 0.25148 -1.36971 0.46353
H -0.00120 -0.34540 -0.96208
S -1.88279 -5.14430 -0.41272
O -1.00624 -6.04929 -1.25433
O -2.08342 -5.72370 0.94023
O -0.99994 -3.99851 -0.39105
O -3.09299 -4.77084 -1.07705
C 1.50125 0.88351 -3.12572
C 1.54840 -0.45715 -3.82593
C 2.72531 -1.41676 -3.36783
O 3.82468 -0.83856 -4.13551
C 5.13523 -1.00856 -3.51316
N 0.34207 -1.13348 -3.38293
H 0.59004 1.45592 -3.29936
H 2.20039 1.54306 -3.63981
H 1.62184 0.77771 -2.04759
H 1.38801 -0.25587 -4.88511
H 2.53435 -2.40778 -3.77955
H 2.95438 -1.42406 -2.30220
H 5.08849 -2.08041 -3.32066
H 5.29767 -0.50270 -2.56141
H 5.94611 -0.83521 -4.22064
H 0.53943 -1.30520 -2.40739
H -0.26977 -0.34755 -3.21536
C -2.26525 1.39440 -2.32646
C -2.11292 2.10190 -3.75004
C -1.54882 3.53932 -3.74807
O -2.47109 4.38836 -2.99102
C -1.96271 5.62136 -2.52119
N -1.51156 1.10226 -4.65070
H -2.68366 0.38822 -2.35141
H -2.77885 2.11559 -1.69070
H -1.25549 1.23011 -1.95028
H -3.12894 2.27805 -4.10326
H -1.54741 3.78320 -4.81043
H -0.49748 3.53618 -3.46039
H -1.30769 6.11134 -3.24158
H -1.32882 5.37471 -1.66946
H -2.84787 6.15155 -2.16978
H -1.66949 1.19873 -5.64360
H -2.03743 0.24346 -4.57314
C 0.15261 -2.89809 4.85522
C 0.53474 -2.56325 3.34620
C 2.01207 -2.78223 3.10081
O 2.42306 -2.63746 1.67237
C 3.85314 -2.72494 1.45760
N -0.20517 -3.32895 2.32509
H 0.44824 -2.02216 5.43267
H 0.66218 -3.62247 5.49061
H -0.93289 -2.90691 4.95370
H 0.19225 -1.55159 3.12863
H 2.23091 -3.77921 3.48321
H 2.62887 -2.15100 3.74051
H 4.42410 -2.02351 2.06597
H 3.96650 -2.63427 0.37731
H 4.09055 -3.76432 1.68436
H -1.20781 -3.21751 2.37406
H -0.16295 -4.32994 2.45283
C -4.33493 0.14484 3.74997
C -2.95745 -0.23718 3.63106
C -2.32712 0.08581 2.46698
C -2.92634 0.96030 1.56360
C -4.23386 1.35015 1.74378
C -5.00574 0.81209 2.79801
H -4.80154 -0.14823 4.67884
H -2.57033 -0.94947 4.34462
H -1.30208 -0.16376 2.23588
H -2.24677 1.39207 0.84376
H -4.56019 2.15638 1.10355
H -5.97615 1.22092 3.03796
C 0.18845 3.41601 1.00107
C 0.64280 2.14715 1.03646
C 1.08688 1.71916 2.28094
C 1.27066 2.63630 3.34808
C 0.89462 3.95641 3.19535
C 0.24740 4.33146 2.06417
N 1.77422 2.14975 4.61748
O 1.92299 0.96896 4.83810
O 2.26362 3.02520 5.41864
H -0.11605 3.66370 -0.00508
H 0.54260 1.48299 0.19074
H 1.49643 0.72062 2.24118
H 1.15960 4.54126 4.06376
H -0.11151 5.34628 1.97625
*
```

Calculated values
HOMO energy	-0.0049	hartree
energy above the lowest of the compared OMol25 structures with the same formula, charge and spin	157.9	kcal per mole